Entry 1:
Molecular formula: C20H39Br2ClO5S
Method: DFT, wB97M-V/def2-TZVPD

Output
Energy above the lowest of the compared OMol25 structures with the same formula, charge and spin: 65.9 kcal/mol
Largest force on an atom: 4.55 eV/Å
Orbital gap: 9.464 eV
HOMO: -9.59 eV

Structure (XYZ):
```
68
Properties=species:S:1:pos:R:3:forces:R:3
Br -0.634 0.937 -3.485 -0.864 -1.451 0.863
Br -2.966 -0.691 -5.342 0.404 -0.227 1.830
Cl -4.151 -3.302 -4.371 -0.574 0.190 1.523
S -2.803 -4.374 -1.253 1.086 -2.678 -2.572
O -3.621 -5.440 -1.922 1.474 3.154 2.933
O -3.664 -3.105 -0.566 1.705 -1.918 -0.567
O -1.591 -4.817 -0.509 -3.743 2.123 -1.436
O -7.251 -1.780 -3.289 0.527 0.808 1.165
O -2.316 -3.471 -2.599 -1.587 0.636 2.861
C 4.974 -0.115 0.017 -0.076 0.060 0.102
C -1.293 -1.005 -1.226 0.248 0.775 -0.401
C 1.489 4.510 4.663 0.047 -0.056 0.130
C -2.603 -1.265 -3.465 1.058 1.731 0.835
C 2.981 -1.357 -2.928 0.118 -0.092 -0.062
C 3.452 -0.060 -0.114 -0.022 0.064 -0.133
C 5.447 -0.970 1.185 0.161 -0.023 -0.063
C 3.251 -2.132 -1.644 -0.155 -0.001 -0.029
C 2.653 5.401 5.079 -0.081 0.133 -0.048
C 2.771 -1.404 -0.389 0.097 -0.083 0.134
C -6.898 -0.576 -1.090 -0.011 0.515 -0.658
C 1.914 3.083 4.319 -0.114 -0.066 -0.074
C -5.802 -2.966 -1.601 -0.842 0.702 -0.628
C -4.356 -2.303 -1.607 0.099 -1.775 0.767
C 1.092 2.861 1.304 -0.078 0.140 -0.113
C 2.869 2.957 3.128 0.093 0.087 0.038
C -1.643 -0.584 -2.719 -1.433 -1.468 -0.337
C 2.352 3.546 1.815 0.063 -0.142 0.009
C -6.998 -1.961 -1.866 -1.172 -0.407 0.851
C -3.398 -2.520 -2.868 1.588 0.143 -3.094
H 3.031 0.358 0.808 0.058 -0.013 -0.014
H 3.824 3.432 3.375 -0.032 -0.029 0.011
H 5.045 -0.594 2.130 -0.010 -0.053 -0.021
H -6.220 -0.588 -0.187 -0.688 -0.143 -1.007
H 0.785 3.300 0.351 -0.038 -0.090 0.038
H 3.315 -1.934 -3.793 -0.056 0.082 -0.009
H -7.907 -0.182 -0.736 1.219 -0.744 -0.549
H 2.170 4.620 1.923 0.029 -0.026 0.029
H 3.094 1.895 2.977 -0.013 0.035 -0.018
H 5.425 -0.479 -0.911 -0.050 0.018 0.001
H 2.290 6.398 5.342 0.090 -0.028 0.014
H 0.959 4.968 3.823 0.008 -0.055 -0.015
H 2.395 2.634 5.196 -0.019 0.036 -0.015
H 3.166 4.988 5.951 0.025 0.012 -0.057
H 5.142 -2.013 1.072 0.002 0.040 0.041
H -5.888 -3.821 -2.345 0.359 1.153 0.865
H 1.912 -1.160 -3.045 0.040 0.056 -0.014
H -0.739 -2.006 -1.183 -0.885 1.466 -0.132
H 3.193 0.648 -0.908 -0.024 -0.019 0.028
H 0.771 4.469 5.489 -0.003 -0.014 -0.075
H -2.220 -1.024 -0.560 1.227 -0.148 -1.031
H 3.381 5.517 4.273 -0.004 -0.008 0.063
H 3.136 3.443 1.057 -0.014 0.042 0.047
H -7.569 -0.861 -3.389 0.201 -0.738 -0.106
H 5.347 0.905 0.159 -0.020 -0.035 -0.061
H -4.277 -1.270 -1.156 -0.313 -1.024 -1.059
H -7.942 -2.475 -1.472 1.336 0.430 -0.321
H 3.512 -0.402 -2.943 -0.064 -0.019 -0.019
H 0.259 2.973 2.002 0.024 -0.032 -0.026
H -5.982 -3.417 -0.569 0.483 0.792 -1.284
H 2.908 -2.064 0.474 -0.018 0.044 -0.012
H 1.017 2.484 4.131 0.046 0.001 -0.004
H 2.735 -3.096 -1.704 0.056 0.027 0.041
H -6.505 0.196 -1.836 -0.249 -0.859 1.092
H 1.692 -1.234 -0.467 0.028 -0.014 -0.023
H 6.537 -0.950 1.251 -0.068 -0.039 0.066
H 4.318 -2.363 -1.572 -0.017 0.021 0.063
H 1.267 1.795 1.144 -0.049 0.026 0.032
H -0.634 -0.188 -0.812 -0.615 -1.021 -0.385
```
Positions in Å, forces in eV/Å.

=====

Entry 2:
Molecular formula: C20H39BrF3N4O4
Method: DFT, wB97M-V/def2-TZVPD

Output
Largest force on an atom: 0.86 eV/Å
Orbital gap: 5.972 eV
Net charge: +1
HOMO: -10.32 eV

Structure (XYZ):
```
71
Properties=species:S:1:pos:R:3:forces:R:3
Br -1.777 -1.204 -4.677 -0.097 -0.010 0.163
F 1.367 1.160 0.623 0.461 -0.116 -0.039
F -0.576 0.459 0.017 -0.120 -0.276 -0.236
F -0.366 1.569 1.854 0.015 -0.102 0.148
O 3.014 6.177 6.733 0.052 -0.104 -0.096
O 0.352 -7.641 -2.807 -0.005 0.167 0.169
O -1.798 -4.139 -4.792 0.118 -0.096 -0.050
O 2.988 2.157 4.537 -0.166 -0.048 0.115
N -2.177 -6.135 -2.412 -0.045 -0.058 -0.175
N -2.155 4.285 -2.247 -0.090 0.071 -0.052
N -1.988 2.994 -2.776 -0.057 -0.300 -0.167
N 1.175 4.501 4.838 0.069 0.071 -0.118
C -0.863 -8.202 -2.323 -0.039 -0.260 -0.189
C -1.874 0.498 -3.929 0.167 -0.125 -0.105
C 1.154 5.933 5.133 -0.091 -0.151 0.134
C 2.371 1.339 5.515 0.112 0.050 -0.016
C 2.474 6.605 5.499 -0.078 0.244 -0.018
C -0.924 2.194 -2.508 0.533 -0.657 0.175
C 1.933 4.142 3.649 -0.005 -0.033 0.282
C -2.057 -7.496 -2.927 0.096 0.209 0.044
C -2.946 1.342 -4.201 0.139 0.366 0.326
C -0.178 2.770 -0.125 0.186 -0.103 -0.471
C 1.111 -6.968 -1.820 0.013 -0.041 -0.133
C 3.836 5.025 6.678 -0.031 0.073 0.188
C -3.168 -5.317 -3.104 0.189 0.078 0.187
C 2.102 2.640 3.539 0.323 0.131 -0.148
C -2.918 -4.987 -4.572 -0.349 0.102 -0.036
C -2.971 2.581 -3.604 -0.152 -0.429 -0.427
C 0.187 2.670 -1.616 -0.278 0.657 -0.165
C -0.860 0.933 -3.081 -0.461 0.421 -0.160
C 0.080 1.477 0.599 -0.611 0.272 0.235
C -0.547 -4.803 -4.918 0.065 0.234 -0.004
H -3.237 -4.371 -2.560 -0.063 0.013 -0.033
H 1.828 0.511 5.052 -0.040 0.000 0.020
H -0.027 0.281 -2.886 0.166 0.049 0.173
H 0.485 3.660 -1.964 0.085 0.076 0.013
H 4.567 5.103 7.482 -0.006 0.038 -0.006
H 1.303 -7.614 -0.959 -0.008 0.033 0.041
H 0.718 6.459 4.277 0.036 -0.005 -0.033
H -0.039 -4.885 -3.955 -0.003 -0.139 -0.006
H -0.657 -5.795 -5.359 -0.021 -0.035 0.048
H -2.398 4.231 -1.268 0.009 0.027 0.073
H 1.139 2.133 3.583 -0.070 0.002 0.166
H 3.161 0.930 6.142 0.027 0.023 -0.024
H -1.229 3.008 -0.004 -0.115 0.007 0.223
H 1.569 4.016 5.633 -0.024 -0.031 0.016
H -2.966 -8.051 -2.680 -0.021 0.017 -0.009
H 0.411 3.545 0.354 0.057 0.073 0.115
H 2.557 2.411 2.571 0.004 -0.019 -0.036
H -1.276 -5.681 -2.484 0.028 -0.008 0.054
H -0.904 -8.182 -1.231 0.003 0.119 0.009
H 2.937 4.588 3.647 0.019 -0.010 -0.172
H 0.470 6.075 5.972 0.000 0.055 -0.010
H -3.770 3.278 -3.792 0.023 0.217 0.148
H 0.614 -6.053 -1.479 0.002 -0.032 0.103
H -2.848 -5.881 -5.200 0.131 -0.033 0.047
H 2.065 -6.697 -2.270 -0.012 -0.022 -0.031
H -1.933 -7.514 -4.018 -0.041 -0.146 -0.017
H 0.083 -4.200 -5.573 -0.045 -0.003 -0.034
H -3.787 -4.428 -4.931 0.022 0.012 -0.016
H 3.223 6.522 4.702 0.012 -0.127 0.009
H 3.259 4.111 6.846 0.043 -0.055 -0.104
H -3.737 1.049 -4.869 -0.130 -0.002 -0.048
H 1.685 1.911 6.148 -0.076 -0.061 -0.019
H -4.144 -5.803 -3.018 0.001 -0.036 -0.039
H 4.371 4.950 5.728 -0.036 -0.025 -0.038
H 2.269 7.672 5.620 0.008 -0.004 0.006
H -1.325 4.848 -2.384 0.064 -0.053 -0.039
H -0.884 -9.250 -2.636 0.012 0.001 0.016
H 1.053 2.040 -1.777 0.080 -0.186 0.072
H 1.397 4.511 2.765 0.014 0.035 0.002
```
Positions in Å, forces in eV/Å.

=====

Entry 3:
Molecular formula: C20H39F2N4O4
Method: DFT, wB97M-V/def2-TZVPD

Output
Largest force on an atom: 7.18 eV/Å
Orbital gap (spin up / spin down): 5.324 / 5.951 eV
Multiplicity: 3
Net charge: +1
HOMO (spin up / spin down): -10.77 / -11.40 eV
Expectation value of S²: 2.0091

Structure (XYZ):
```
69
Properties=species:S:1:pos:R:3:forces:R:3
F 0.542 -1.684 -4.565 2.036 3.571 0.607
F -0.455 1.703 -3.723 3.733 -2.315 0.839
O 4.079 0.765 0.271 0.074 0.229 2.514
O -4.217 1.011 1.288 0.819 -1.900 -1.792
O 0.359 0.659 -1.860 1.951 1.089 -5.460
O 1.891 -0.483 -5.981 -2.489 -0.646 6.174
N -4.035 0.186 0.212 -1.673 3.394 2.261
N 1.705 0.516 -3.877 -3.686 -0.561 -0.144
N 4.081 0.601 1.632 -0.412 -1.522 -4.594
N 2.856 0.261 -3.116 1.433 -1.027 -0.286
C 5.228 -0.294 1.976 1.886 -0.214 1.350
C 1.378 -0.574 -4.831 1.581 -1.139 -6.906
C 0.556 0.937 -3.053 -3.602 0.293 4.223
C 2.517 0.364 3.557 0.178 -0.089 0.289
C 4.954 -1.772 1.618 -0.460 0.012 -0.144
C 3.612 -2.274 2.139 -0.019 0.032 0.017
C -2.262 1.881 -0.426 -0.404 0.006 0.719
C -5.092 -1.747 -0.950 0.157 -0.046 -0.307
C -3.461 1.011 -0.894 1.478 0.160 -1.422
C -5.995 -1.074 1.217 0.392 0.664 0.397
C -4.509 1.935 -1.553 -0.340 -0.042 0.201
C -5.337 -0.495 -0.065 -1.041 -1.869 -0.350
C -6.363 0.439 -0.750 0.190 0.411 -0.040
C 5.555 -0.180 3.485 -0.232 -0.026 0.253
C 1.585 0.968 1.384 0.547 0.122 -0.573
C 6.550 0.143 1.292 -0.460 0.282 -0.536
C 2.719 0.134 2.034 -1.751 0.394 1.385
C 2.477 -1.355 1.692 0.448 -0.167 -0.076
C -5.789 1.202 -1.942 0.006 -0.082 0.004
C -2.835 0.090 -1.971 -0.168 -0.288 -0.182
H 1.540 -1.698 2.146 0.053 0.324 -0.006
H -6.527 1.924 -2.303 0.063 -0.075 0.019
H -5.804 -2.547 -0.731 -0.033 0.257 0.125
H 2.698 -0.256 -2.227 -0.067 0.656 0.217
H 6.777 1.192 1.509 -0.099 -0.121 -0.034
H -2.143 -0.629 -1.519 -0.147 0.037 0.065
H 7.392 -0.456 1.652 -0.329 -0.017 0.168
H 0.607 0.661 1.765 0.291 -0.120 0.162
H 5.678 0.867 3.781 -0.068 -0.107 -0.090
H -6.741 1.170 -0.025 0.173 -0.133 0.082
H -6.312 -0.296 1.918 0.266 -0.043 -0.137
H -5.599 0.521 -2.778 0.012 0.004 0.036
H 3.431 -3.286 1.765 0.003 0.074 0.066
H -4.769 2.751 -0.868 0.132 -0.170 0.105
H -7.234 -0.137 -1.081 0.204 -0.149 0.175
H 3.102 1.216 3.912 0.005 -0.122 -0.079
H -2.558 2.672 0.268 -0.083 -0.285 0.001
H 2.348 -1.472 0.608 0.034 0.186 -0.013
H -1.496 1.267 0.060 -0.160 0.026 -0.001
H 1.704 2.034 1.601 0.045 -0.124 -0.019
H -5.311 -1.750 1.739 -0.022 0.107 -0.074
H 1.475 0.588 3.800 0.069 -0.072 -0.277
H -4.085 2.411 -2.444 0.194 -0.128 0.149
H 1.538 0.841 0.297 0.180 0.064 0.191
H 3.633 -2.355 3.230 -0.004 0.043 -0.063
H 4.810 -0.633 4.135 -0.049 0.093 -0.068
H -3.564 -0.464 -2.559 -0.023 -0.042 0.140
H -5.202 -1.544 -2.016 0.121 0.027 0.043
H 6.528 0.015 0.205 -0.162 0.103 0.154
H 2.773 -0.510 4.157 0.112 0.099 -0.045
H 3.383 1.151 -3.013 -0.272 -0.407 0.532
H 4.976 -1.902 0.529 0.023 0.196 0.021
H 6.492 -0.692 3.720 -0.076 0.053 -0.278
H 5.752 -2.409 2.015 0.049 0.315 0.005
H -2.263 0.673 -2.697 -0.213 0.148 0.249
H -6.897 -1.641 0.967 0.221 0.092 -0.286
H -1.787 2.383 -1.275 -0.265 -0.234 -0.088
H -4.098 -2.170 -0.775 -0.057 0.110 -0.011
H 3.465 -0.362 -3.705 -0.293 0.611 0.443
```
Positions in Å, forces in eV/Å.